C3H4FNO | ωB97M-V/def2-TZVPD

Last column: Mulliken charge in e.
Cartesian coordinates (Å):
C -0.07226 -1.18348 -0.56743  -0.17
C -0.74191 0.18503 -0.04149  -0.27
C 0.16383 1.23956 0.38120  -0.06
N 1.11677 -1.28430 -0.24013  0.06
O 1.83115 -0.52937 0.38048  -0.45
F 0.51669 2.28246 -0.35441  -0.22
H -0.76536 -2.04414 -0.95695  0.29
H -1.30723 0.35781 -0.94696  0.29
H -1.24773 -0.33135 0.88537  0.21
H 0.50604 1.30778 1.46032  0.32

Cartesian forces, eV/Å:
C -1.7 -0.9 -0.4
C -0.2 -1.2 1.0
C 0.8 -1.5 2.3
N 0.3 -2.7 -0.8
O 0.5 2.1 0.6
F -0.3 -0.4 -0.4
H 1.8 1.9 0.6
H -0.9 0.8 0.4
H 0.3 1.7 -1.7
H -0.6 0.2 -1.6

Summary:
* LUMO level (spin up / spin down): 0.22 / -0.18 eV
* net charge: 0
* max |F|: 2.82 eV/A
* highest occupied orbital energy (spin up / spin down): -9.020 / -8.290 eV
* frontier orbital gap (spin up / spin down): 9.24 / 8.11 eV


C21H23MnNO3 | ωB97M-V/def2-TZVPD

Last column: Mulliken charge in e.
Cartesian coordinates (Å):
Mn 0.28804 -0.17171 0.63670  1.15
C 0.35580 2.23850 3.71722  -1.32
C -1.16520 2.19258 3.58030  0.81
C -1.69222 3.56445 3.16476  -1.65
C -1.64596 1.06876 2.66912  1.36
C -1.05122 -0.20109 2.70683  -1.46
C -1.53962 -1.25500 1.93898  -0.80
C -2.62003 -1.08732 1.07175  1.22
C -3.09972 -2.21867 0.20749  -1.70
C -3.20194 0.16986 1.03182  -1.01
C -2.72848 1.22181 1.80958  -0.10
H 0.64007 3.06517 4.36973  0.49
H 0.82469 2.40396 2.74759  0.18
H 0.78262 1.32694 4.13508  0.40
H -1.57623 1.96165 4.56982  0.33
H -1.39197 3.80520 2.13910  0.33
H -1.27755 4.33009 3.82109  0.45
H -2.77840 3.63840 3.22531  0.38
H -0.22280 -0.38598 3.38114  0.22
H -1.07247 -2.23055 2.00682  0.40
H -4.05197 -2.61095 0.57143  0.40
H -2.37441 -3.03042 0.19149  0.30
H -3.24538 -1.88774 -0.82098  0.35
H -4.03914 0.34306 0.36308  0.39
H -3.21411 2.18399 1.72729  0.31
O 3.89821 1.54603 1.35694  -0.69
C 2.74680 1.22133 1.13388  0.87
O 2.14843 0.12575 1.40983  -0.65
C 1.87837 2.26210 0.39678  0.12
C 2.36205 3.58004 0.23353  -0.78
C 1.54655 4.50819 -0.32707  -0.71
C 0.25395 4.13909 -0.77948  1.39
C -0.64461 5.05425 -1.38637  -0.82
C -1.85848 4.63134 -1.83713  -0.60
C -2.22840 3.26820 -1.71381  -0.66
C -1.38832 2.37210 -1.12590  -0.53
C -0.13266 2.79699 -0.62724  -0.12
N 0.69148 1.89565 -0.00899  -0.06
H 3.35986 3.79674 0.58476  0.57
H 1.87375 5.53563 -0.44302  0.43
H -0.34580 6.09083 -1.49181  0.40
H -2.53851 5.33191 -2.30334  0.40
H -3.18485 2.93677 -2.09845  0.43
H -1.65700 1.32678 -1.04804  0.65
C 0.59141 -2.58370 -1.38327  -0.97
O 0.15952 -1.43370 -0.73632  -0.89
H 1.68307 -2.62161 -1.47886  0.29
H 0.17772 -2.64707 -2.39638  0.26
H 0.28899 -3.50050 -0.85775  0.26

Cartesian forces, eV/Å:
Mn 0.4 -0.1 -0.3
C 0.0 0.0 0.0
C -0.1 -0.1 0.0
C 0.0 0.0 -0.1
C 0.0 0.1 0.0
C 0.0 0.1 0.4
C 0.0 -0.2 0.0
C 0.0 0.0 -0.1
C 0.0 0.0 0.0
C -0.1 0.0 -0.1
C 0.0 0.0 0.0
H 0.0 0.0 0.0
H 0.0 0.0 0.0
H 0.0 0.0 0.0
H 0.0 0.0 0.0
H 0.0 0.0 0.0
H 0.0 0.0 0.0
H 0.0 0.0 0.0
H 0.0 0.0 0.0
H 0.0 0.0 0.0
H 0.0 0.0 0.0
H 0.0 0.0 0.0
H 0.0 0.0 0.0
H 0.0 0.0 0.0
H 0.0 0.0 0.0
O 0.0 -0.1 0.2
C 0.0 0.1 -0.3
O 0.0 0.0 0.2
C 0.3 0.2 0.2
C 0.1 -0.2 0.1
C -0.1 0.2 -0.1
C 0.0 0.2 0.0
C 0.2 0.0 0.1
C -0.1 -0.2 0.0
C 0.0 0.3 -0.1
C 0.2 -0.1 0.1
C 0.0 -0.1 -0.1
N -0.5 -0.2 0.0
H 0.0 0.0 0.0
H 0.0 0.0 0.0
H 0.0 0.0 0.0
H 0.0 0.0 0.0
H 0.0 0.0 0.0
H 0.0 -0.1 0.0
C 0.0 0.1 0.1
O -0.3 -0.2 -0.2
H 0.1 0.0 0.0
H 0.0 0.0 -0.1
H 0.0 0.0 0.1

Summary:
* LUMO level (spin up / spin down): -0.35 / -0.42 eV
* net charge: 0
* max |F|: 0.57 eV/A
* highest occupied orbital energy (spin up / spin down): -8.134 / -8.719 eV
* frontier orbital gap (spin up / spin down): 7.78 / 8.30 eV
* multiplicity: 6


C2F3NO | ωB97M-V/def2-TZVPD

Last column: Mulliken charge in e.
Cartesian coordinates (Å):
C 1.21774 -0.03812 0.08993  0.65
C -1.21953 0.01243 -0.05532  0.63
N -0.00646 -0.60183 0.03099  -0.38
O -1.56946 1.01758 0.45821  -0.45
F 2.25152 -0.81701 0.42664  -0.13
F 1.49915 1.14056 -0.35014  -0.12
F -2.17296 -0.71362 -0.60031  -0.20

Cartesian forces, eV/Å:
C -5.3 -3.6 -0.8
C -0.5 1.1 1.0
N 5.6 0.8 0.4
O 0.4 1.3 0.4
F -1.4 1.9 -0.5
F 0.8 -0.3 0.5
F 0.3 -1.3 -1.0

Summary:
* LUMO level: -0.48 eV
* SMILES: O=C(F)N=C(F)F
* net charge: 0
* max |F|: 6.42 eV/A
* highest occupied orbital energy: -11.238 eV
* frontier orbital gap: 10.76 eV


C8H7MoO2S4Sb | ωB97M-V/def2-TZVPD

Last column: Mulliken charge in e.
Cartesian coordinates (Å):
Mo -1.74638 1.90409 0.07506  1.17
C 0.59315 0.21196 -2.93447  -1.50
C 0.24734 0.50064 -1.51142  1.42
O -0.67470 1.34912 -1.30058  -0.62
C 0.84803 -0.14594 -0.39195  -0.08
C 1.85043 -1.12331 -0.56312  -0.73
C 2.38208 -1.79083 0.50769  -0.71
C 1.93514 -1.50108 1.80285  -0.43
C 0.98636 -0.52949 2.00865  -0.39
C 0.43209 0.16940 0.93008  0.80
O -0.45354 1.12108 1.21090  -0.88
H 0.12792 0.96200 -3.56888  0.35
H 0.20296 -0.77151 -3.20439  0.35
H 1.66892 0.20894 -3.10096  0.41
H 2.20008 -1.35222 -1.56118  0.30
H 3.13693 -2.54850 0.34712  0.39
H 2.32887 -2.04303 2.65225  0.40
H 0.61078 -0.29461 2.99503  0.44
S -3.55482 0.74147 -0.82485  -0.42
Sb -4.25742 0.16999 1.54503  0.61
S -3.26305 3.70633 0.65183  -0.13
S -2.85859 2.45707 2.18894  -0.17
S -2.74259 -1.40157 2.04638  -0.57

Cartesian forces, eV/Å:
Mo -5.0 1.4 1.5
C -0.1 0.1 0.0
C -0.2 0.0 0.1
O 2.6 -0.8 -2.6
C -0.1 0.1 0.3
C 0.1 -0.1 0.0
C 0.1 -0.1 -0.2
C -0.2 0.2 0.1
C 0.0 0.0 0.2
C 0.1 0.0 -0.2
O 0.7 -0.5 0.1
H 0.0 0.0 0.0
H 0.0 0.0 0.0
H 0.0 0.0 0.0
H 0.0 0.0 0.0
H 0.0 0.0 0.0
H 0.0 0.0 0.0
H 0.0 0.0 0.0
S 1.0 0.1 0.7
Sb 0.1 0.0 -0.1
S 1.0 0.1 -0.5
S -0.2 -0.7 0.6
S -0.1 0.3 0.0

Summary:
* LUMO level (spin up / spin down): -1.28 / -1.29 eV
* net charge: 0
* max |F|: 5.42 eV/A
* highest occupied orbital energy (spin up / spin down): -7.357 / -7.360 eV
* frontier orbital gap (spin up / spin down): 6.08 / 6.07 eV


C30H41AuCl2NO4SbSe4 | ωB97M-V/def2-TZVPD

Last column: Mulliken charge in e.
Cartesian coordinates (Å):
Au -1.19821 1.33414 1.36011  1.37
C 5.27745 0.28295 -2.03330  -1.74
C 3.90676 -0.05666 -2.63463  2.23
C 3.73607 -1.57650 -2.60355  -2.11
C 3.86763 0.39639 -4.09973  -1.80
C 2.81384 0.66234 -1.84121  -0.38
C 1.84096 -0.02817 -1.12349  -0.13
C 0.86812 0.66757 -0.41834  1.03
N -0.16188 0.08338 0.31538  -0.61
C -0.64515 -1.21965 0.40587  1.02
C -0.28654 -2.30496 -0.38119  -0.19
C -0.80868 -3.57614 -0.12641  -1.19
C -1.69499 -3.73064 0.92545  0.10
C -2.14368 -2.64890 1.69855  -1.07
C -1.64921 -1.38460 1.39131  0.35
O -2.13066 -0.28790 2.01309  -1.33
C -3.14497 -2.83093 2.84347  2.56
C -2.53241 -2.29944 4.14980  -1.46
C -3.50859 -4.30224 3.05304  -2.47
C -4.44067 -2.06241 2.54080  -1.62
C -0.37749 -4.73528 -1.02746  2.28
C -0.98485 -6.06809 -0.58918  -2.39
C -0.82944 -4.45481 -2.46757  -1.67
C 1.15110 -4.87802 -0.99851  -1.38
C 0.88708 2.08262 -0.33664  0.54
O -0.04101 2.68697 0.44563  -1.51
C 1.86583 2.78935 -1.04707  -0.65
C 2.78498 2.04319 -1.79640  -0.59
C 2.05896 4.31534 -1.08132  2.56
C 3.46160 4.65022 -0.54909  -1.82
C 1.92468 4.80934 -2.52974  -1.82
C 1.05695 5.09672 -0.23801  -1.82
H 6.07608 -0.24150 -2.56688  0.45
H 5.31153 -0.00832 -0.98209  0.37
H 5.47396 1.35432 -2.08596  0.32
H 4.53189 -2.04796 -3.18569  0.53
H 2.77863 -1.87702 -3.03434  0.34
H 3.78981 -1.96535 -1.58531  0.38
H 4.64368 -0.11236 -4.67979  0.45
H 4.02577 1.47118 -4.18866  0.31
H 2.89684 0.16643 -4.54232  0.39
H 1.85373 -1.10130 -1.08413  0.53
H 0.37462 -2.16378 -1.21951  0.80
H -2.07739 -4.71338 1.15007  0.60
H -1.56843 -2.77836 4.33911  0.26
H -3.19878 -2.51847 4.98937  0.44
H -2.38689 -1.22183 4.10434  0.27
H -2.63013 -4.90619 3.29181  0.40
H -3.99518 -4.73066 2.17382  0.41
H -4.20545 -4.37687 3.89083  0.47
H -4.24771 -0.99507 2.46841  0.22
H -5.16709 -2.22794 3.34180  0.46
H -4.87750 -2.40415 1.59912  0.32
H -2.07505 -6.04412 -0.63258  0.41
H -0.68794 -6.32629 0.42895  0.38
H -0.63848 -6.86298 -1.25461  0.45
H -1.91437 -4.34272 -2.50921  0.36
H -0.53834 -5.27524 -3.13053  0.45
H -0.38591 -3.53490 -2.84914  0.27
H 1.49833 -5.03779 0.02399  0.33
H 1.64356 -3.98343 -1.38057  0.10
H 1.46982 -5.72670 -1.61106  0.48
H 3.53196 2.59230 -2.35611  0.22
H 4.25535 4.22948 -1.16946  0.37
H 3.58181 4.26166 0.46393  0.39
H 3.59140 5.73473 -0.51549  0.44
H 2.68158 4.37910 -3.18877  0.33
H 2.01838 5.89716 -2.55763  0.45
H 0.94077 4.55174 -2.92453  0.39
H 1.13686 4.83900 0.81600  0.36
H 0.03274 4.91162 -0.55202  0.25
H 1.24132 6.16791 -0.34884  0.47
Cl -5.30745 3.35594 2.09472  -0.16
C -4.47148 2.97141 3.61061  0.02
Cl -4.11283 4.45140 4.52725  -0.15
C -3.17835 2.16544 3.39784  0.32
O -2.94726 1.28334 4.20099  -0.59
O -2.47361 2.56146 2.39820  -0.61
H -5.14428 2.37687 4.21659  0.35
Se -0.69679 7.06742 3.02559  -0.35
Sb -3.17063 6.47224 0.20311  0.47
Se -1.50289 5.27396 1.97425  0.02
Se -4.90910 7.65615 1.38574  -0.61
Se -1.79473 7.87721 -1.20088  -0.62

Cartesian forces, eV/Å:
Au 0.1 -0.5 0.0
C 0.0 0.0 0.0
C 0.0 0.0 0.0
C 0.0 0.0 0.0
C 0.0 0.0 0.0
C 0.0 0.0 0.0
C 0.0 0.0 0.0
C 0.0 0.0 0.0
N -0.1 0.1 0.1
C -0.1 0.0 0.0
C 0.0 0.0 0.0
C 0.1 0.0 0.0
C -0.1 0.0 0.0
C 0.0 -0.1 0.0
C 0.0 0.0 -0.1
O 0.1 0.1 0.0
C 0.0 0.1 0.0
C 0.0 0.0 0.0
C 0.0 0.0 0.0
C 0.0 0.0 0.0
C 0.0 0.0 0.0
C 0.0 0.0 0.0
C 0.0 0.0 0.0
C 0.0 0.0 0.0
C 0.0 0.0 0.0
O -0.2 0.0 0.2
C 0.1 0.0 0.0
C 0.0 0.0 0.0
C -0.1 0.0 0.0
C 0.0 0.0 0.0
C 0.0 0.0 0.0
C 0.0 0.0 0.0
H 0.0 0.0 0.0
H 0.0 0.0 0.0
H 0.0 0.0 0.0
H 0.0 0.0 0.0
H 0.0 0.0 0.0
H 0.0 0.0 0.0
H 0.0 0.0 0.0
H 0.0 0.0 0.0
H 0.0 0.0 0.0
H 0.0 0.0 0.0
H 0.0 0.0 0.0
H 0.0 0.0 0.0
H 0.0 0.0 0.0
H 0.0 0.0 0.0
H 0.0 0.0 0.0
H 0.0 0.0 0.0
H 0.0 0.0 0.0
H 0.0 0.0 0.0
H 0.0 0.0 0.0
H 0.0 0.0 0.0
H 0.0 0.0 0.0
H 0.0 0.0 0.0
H 0.0 0.0 0.0
H 0.0 0.0 0.0
H 0.0 0.0 0.0
H 0.0 0.0 0.0
H 0.0 0.0 0.0
H 0.0 0.0 0.0
H 0.0 0.0 0.0
H 0.0 0.0 0.0
H 0.0 0.0 0.0
H 0.0 0.0 0.0
H 0.0 0.0 0.0
H 0.0 0.0 0.0
H 0.0 0.0 0.0
H 0.0 0.0 0.0
H 0.0 0.0 0.0
H 0.0 0.0 0.0
H 0.0 0.0 0.0
H 0.0 0.0 0.0
Cl 0.0 0.0 0.0
C -0.1 0.1 0.0
Cl 0.0 0.0 0.0
C 0.1 -0.1 0.2
O 0.0 0.0 0.0
O 0.0 -0.1 -0.4
H 0.0 0.0 0.0
Se 0.0 0.0 0.0
Sb 0.0 0.1 0.0
Se -0.2 0.6 0.1
Se 0.0 -0.1 0.0
Se 0.0 -0.1 0.0

Summary:
* LUMO level (spin up / spin down): 3.64 / 3.19 eV
* net charge: -2
* max |F|: 0.62 eV/A
* highest occupied orbital energy (spin up / spin down): -2.047 / -2.239 eV
* frontier orbital gap (spin up / spin down): 5.69 / 5.43 eV
* multiplicity: 3


C18H33O16Zr | ωB97M-V/def2-TZVPD

Last column: Mulliken charge in e.
Cartesian coordinates (Å):
Zr -2.62661 0.63380 -2.84534  2.10
C 0.23432 0.62676 -0.64605  0.30
O -1.06739 0.76678 -1.26133  -0.07
H 0.40674 -0.43188 -0.84001  -0.15
H 1.15281 1.04792 -1.05486  0.28
H 0.37459 0.88118 0.40452  -0.22
C 0.46279 -3.86236 -0.59014  -0.45
C 1.56556 -4.03233 -1.63612  0.41
C 1.07973 -4.42597 -2.97565  -0.50
O 1.27061 -3.26279 -3.70497  -0.38
C 2.25428 -2.49701 -3.07839  0.60
O 2.84122 -1.60930 -3.56566  -0.48
O 2.25659 -2.79457 -1.83754  -0.31
H 0.15533 -2.81767 -0.63687  -0.16
H 0.87133 -4.03993 0.40469  -0.07
H -0.34403 -4.55852 -0.81927  0.42
H 2.24870 -4.77893 -1.23111  0.27
H 0.08173 -4.86385 -2.99446  0.34
H 1.76446 -5.16387 -3.39369  0.32
C 1.57708 -1.39167 2.37980  -1.23
C 1.53960 -2.36793 3.44503  0.59
C 2.08136 -3.67263 2.92609  -0.46
O 3.00509 -4.15472 3.77636  -0.29
C 3.19796 -3.27747 4.68826  0.58
O 3.77096 -3.44857 5.77407  -0.41
O 2.51673 -2.16062 4.45057  -0.33
H 1.35043 -0.41666 2.81115  0.33
H 0.89047 -1.60499 1.56057  0.14
H 2.50862 -1.46945 1.81918  0.39
H 0.52635 -2.39078 3.84615  0.31
H 2.56790 -3.57523 1.95558  0.42
H 1.10066 -4.12146 2.76833  0.30
C -5.12702 -2.74449 -0.30578  -0.71
O -4.94960 -1.69821 0.56356  -0.26
C -4.18497 -0.63354 0.33135  0.63
O -3.69844 -0.33643 -0.78179  -0.41
O -4.20921 0.12448 1.44018  -0.25
C -3.63186 1.35101 1.46661  -0.31
H -5.73992 -3.36995 0.34326  0.27
H -4.27410 -3.41256 -0.42534  0.30
H -5.67842 -2.37066 -1.16851  0.36
H -2.56622 1.14421 1.36787  0.02
H -3.60901 1.80503 2.45729  0.28
H -4.19209 2.05576 0.85215  0.30
C -0.20332 2.29968 2.80184  -0.50
O 1.12888 2.60280 3.11074  -0.31
C 1.89589 3.30274 2.25691  0.80
O 1.58142 3.73964 1.12515  -0.58
O 3.13300 3.33282 2.75507  -0.32
C 4.17394 3.81340 1.86554  -0.65
H -0.89761 3.09021 3.08667  0.49
H -0.48155 1.35746 3.27397  0.40
H -0.35328 2.07609 1.74561  -0.13
H 4.43954 3.12420 1.06393  0.29
H 5.09485 3.93836 2.43510  0.26
H 3.90297 4.76203 1.40210  0.30
C 0.59030 4.12326 -1.91960  -0.69
O 0.00753 4.59203 -3.09946  -0.25
C -1.04055 3.96939 -3.67180  0.53
O -1.41408 2.86711 -3.39040  -0.40
O -1.71181 4.82673 -4.46680  -0.26
C -2.78076 4.38707 -5.25660  -0.60
H 1.14340 3.19349 -2.05269  0.26
H -0.11228 4.27274 -1.09974  0.42
H 1.43906 4.77506 -1.71261  0.33
H -2.57443 3.45825 -5.78841  0.27
H -3.13613 5.11756 -5.98336  0.26
H -3.58007 4.29799 -4.52090  0.28

Cartesian forces, eV/Å:
Zr 5.5 2.2 7.4
C 0.7 -1.5 -0.7
O -3.2 0.2 -4.0
H 0.2 -0.4 0.6
H -0.7 0.9 -1.2
H -1.3 -0.1 0.2
C 0.6 0.3 -0.2
C -0.2 -0.8 2.6
C 0.9 -1.3 -0.6
O 0.1 1.6 -1.5
C -1.8 0.2 -2.2
O 0.6 1.0 -1.1
O 0.5 -1.4 3.3
H -0.5 0.0 0.0
H -0.3 -0.1 0.0
H -0.1 0.2 0.3
H 0.3 0.2 -0.2
H -0.1 0.5 -0.2
H -0.2 -0.4 -0.1
C 0.3 1.9 -1.5
C 1.2 -1.2 0.4
C -3.1 0.5 -3.5
O 0.8 -2.9 0.4
C 0.8 0.8 5.2
O -0.7 0.3 -2.8
O 0.0 2.0 0.8
H 0.3 0.3 -0.5
H -0.7 -0.2 0.4
H 0.5 0.7 0.5
H 0.2 -0.4 0.6
H -0.1 0.2 -0.2
H 0.6 -2.1 0.2
C -1.2 -2.1 -0.2
O 2.8 3.8 1.5
C -2.7 -0.2 2.3
O 1.0 0.9 -2.3
O -1.4 -3.9 -1.6
C 2.0 2.2 0.6
H -0.7 -0.2 -0.7
H 0.5 0.7 -0.6
H 0.3 -0.6 -0.3
H 0.3 0.9 -1.1
H -0.9 -0.6 0.3
H 0.7 0.1 -0.5
C -0.7 -0.3 -0.6
O 0.5 0.3 0.0
C 0.8 0.3 -2.5
O 0.0 -1.3 2.8
O -0.6 0.0 -0.5
C 0.5 0.5 -0.2
H 0.1 0.0 0.1
H 0.3 0.2 0.6
H 0.2 0.5 -0.3
H -0.6 -0.4 0.1
H -0.4 0.0 0.4
H -0.1 -0.1 0.2
C 1.5 0.2 1.2
O -2.5 -0.5 -2.9
C 1.2 6.4 -0.4
O -2.3 -6.1 1.0
O 3.1 -0.6 1.0
C -1.6 -0.7 0.3
H -0.9 -0.5 0.1
H 0.1 -0.7 0.1
H -0.3 0.5 -0.1
H 0.1 -0.1 0.1
H 0.7 0.3 0.2
H -0.6 -0.5 -0.4

Summary:
* LUMO level: -15.26 eV
* net charge: +3
* max |F|: 9.43 eV/A
* highest occupied orbital energy: -16.631 eV
* frontier orbital gap: 1.37 eV